(1)
Molecular formula: C78H62BrCrF12O4
Method: DFT, ωB97M-V/def2-TZVPD

Each line ends with the Mulliken spin population.
Positions of all 158 atoms, in Å:
Cr: -0.85 -1.77 -1.21  3.995
Br: -0.20 0.37 0.05  0.040
C: -1.87 -3.89 -4.70  0.014
C: -1.47 -3.02 -3.63  -0.006
C: -1.07 -1.51 -4.02  -0.012
O: -0.91 -0.82 -3.05  0.091
C: -1.07 -1.16 -5.49  0.013
C: -1.52 -2.04 -6.43  0.001
C: -1.96 -3.45 -6.01  -0.002
O: -2.24 -4.41 -6.81  0.016
O: -1.60 -1.60 -7.67  0.010
O: -1.39 -3.31 -2.39  0.012
H: -2.07 -4.92 -4.42  0.000
H: -0.78 -0.15 -5.76  0.002
F: -3.26 5.52 3.21  0.000
C: -3.21 5.70 1.87  0.000
C: -2.88 4.56 1.06  -0.002
C: -2.82 4.73 -0.32  0.000
C: -3.05 5.93 -0.96  0.000
C: -3.30 7.05 -0.15  0.000
C: -3.35 6.95 1.29  0.000
H: -2.61 3.59 1.45  0.000
H: -2.64 3.88 -0.96  0.001
H: -3.04 6.02 -2.04  0.000
H: -3.59 7.99 -0.60  0.000
H: -3.62 7.84 1.86  0.000
F: -2.19 -2.72 0.54  0.000
C: -3.28 -3.35 0.90  0.015
C: -3.88 -3.25 2.21  0.006
C: -5.01 -3.93 2.54  0.001
C: -5.57 -4.85 1.70  0.000
C: -4.99 -5.01 0.38  0.000
C: -3.87 -4.24 0.03  0.005
H: -3.33 -2.58 2.85  0.000
H: -5.48 -3.82 3.50  0.000
H: -6.42 -5.47 1.99  0.000
H: -5.37 -5.68 -0.37  0.000
H: -3.52 -4.40 -0.98  0.002
F: 5.06 3.63 -1.78  0.000
C: 5.22 2.28 -1.72  0.000
C: 6.53 1.72 -1.78  0.000
C: 6.70 0.38 -1.59  0.000
C: 5.54 -0.39 -1.41  0.002
C: 4.24 0.12 -1.46  0.001
C: 4.11 1.48 -1.61  0.003
H: 7.36 2.40 -1.84  0.000
H: 7.75 0.12 -1.61  0.000
H: 5.70 -1.45 -1.24  0.000
H: 3.38 -0.52 -1.30  0.002
H: 3.16 1.99 -1.67  -0.002
F: 6.14 -2.18 4.03  0.000
C: 5.14 -1.37 3.74  0.000
C: 4.52 -0.74 4.81  0.000
C: 3.50 0.15 4.53  0.000
C: 2.99 0.27 3.23  0.002
C: 3.51 -0.50 2.20  0.003
C: 4.64 -1.35 2.43  0.002
H: 4.82 -1.00 5.82  0.000
H: 3.06 0.70 5.35  0.000
H: 2.16 0.91 2.99  -0.002
H: 3.06 -0.43 1.22  -0.005
H: 5.10 -1.99 1.69  0.000
F: 0.34 -2.90 0.31  -0.026
C: 1.06 -3.83 0.92  0.021
C: 0.93 -5.19 0.54  -0.002
C: 1.73 -6.15 1.06  -0.002
C: 2.75 -5.78 2.01  0.001
C: 2.81 -4.43 2.53  -0.002
C: 1.96 -3.47 1.98  -0.009
H: 0.32 -5.45 -0.32  0.001
H: 1.52 -7.14 0.68  0.000
H: 3.39 -6.58 2.37  0.000
H: 3.50 -4.10 3.30  -0.001
H: 1.98 -2.40 2.12  0.008
F: 3.25 4.45 4.84  0.000
C: 3.05 4.36 3.53  0.000
C: 3.88 5.12 2.70  0.000
C: 3.75 4.98 1.32  0.000
C: 2.70 4.16 0.82  0.000
C: 1.79 3.50 1.67  0.004
C: 1.99 3.61 3.05  0.000
H: 4.61 5.82 3.09  0.000
H: 4.38 5.48 0.60  0.000
H: 2.57 4.04 -0.25  0.000
H: 1.01 2.89 1.22  -0.004
H: 1.43 2.99 3.73  0.001
F: 2.85 2.29 -6.35  0.000
C: 2.46 2.83 -5.14  0.000
C: 1.48 2.17 -4.37  0.000
C: 1.05 2.71 -3.18  -0.019
C: 1.49 3.97 -2.77  -0.002
C: 2.50 4.58 -3.50  0.000
C: 2.99 4.06 -4.66  0.000
H: 1.03 1.28 -4.78  -0.002
H: 0.36 2.12 -2.60  0.019
H: 1.14 4.16 -1.76  0.001
H: 2.91 5.46 -3.03  0.000
H: 3.76 4.56 -5.22  0.000
F: -6.90 2.30 -4.24  0.000
C: -5.59 2.02 -4.67  0.000
C: -4.57 2.07 -3.80  0.000
C: -3.22 1.94 -4.20  0.005
C: -2.98 1.68 -5.58  0.000
C: -4.03 1.53 -6.47  0.000
C: -5.32 1.76 -6.00  0.000
H: -4.83 2.25 -2.77  0.000
H: -2.32 1.91 -3.60  -0.002
H: -2.00 1.43 -5.95  0.000
H: -3.88 1.30 -7.51  0.000
H: -6.07 1.84 -6.78  0.000
F: 1.44 -2.33 -1.81  -0.118
C: 2.39 -2.81 -2.62  0.017
C: 3.16 -3.90 -2.21  0.004
C: 4.06 -4.50 -3.11  0.000
C: 4.27 -3.89 -4.41  0.000
C: 3.53 -2.78 -4.77  0.000
C: 2.58 -2.23 -3.89  0.000
H: 3.01 -4.28 -1.21  -0.001
H: 4.67 -5.36 -2.87  0.000
H: 4.90 -4.27 -5.21  0.000
H: 3.74 -2.27 -5.70  0.000
H: 2.08 -1.31 -4.17  0.002
F: 0.01 -2.21 3.79  -0.001
C: 0.23 -2.55 5.08  0.000
C: -0.90 -2.63 5.81  0.000
C: -0.85 -3.11 7.15  0.000
C: 0.35 -3.63 7.64  0.000
C: 1.52 -3.58 6.86  0.000
C: 1.41 -3.08 5.54  0.000
H: -1.84 -2.27 5.42  0.000
H: -1.76 -3.23 7.73  0.000
H: 0.34 -3.97 8.67  0.000
H: 2.37 -4.10 7.27  0.000
H: 2.29 -3.01 4.92  0.000
F: -0.91 4.73 6.15  0.000
C: -1.02 3.57 5.52  0.000
C: -0.72 2.41 6.28  0.000
C: -0.75 1.17 5.65  -0.001
C: -1.08 1.09 4.27  0.000
C: -1.26 2.25 3.52  0.004
C: -1.17 3.51 4.13  0.002
H: -0.33 2.58 7.28  0.000
H: -0.45 0.28 6.19  0.000
H: -1.03 0.09 3.85  0.004
H: -1.37 2.26 2.45  -0.008
H: -1.30 4.42 3.57  0.001
F: -2.95 -1.11 -1.25  -0.142
C: -4.15 -0.55 -1.03  0.037
C: -4.29 0.81 -0.66  -0.007
C: -5.57 1.37 -0.48  0.001
C: -6.70 0.52 -0.65  0.000
C: -6.54 -0.86 -1.02  0.000
C: -5.29 -1.36 -1.27  0.005
H: -3.40 1.39 -0.49  0.004
H: -5.69 2.35 -0.06  0.000
H: -7.67 0.94 -0.44  0.000
H: -7.46 -1.41 -1.15  0.000
H: -5.03 -2.34 -1.65  0.000

Properties
E_HOMO (spin up / spin down) (eV): -4.605 / -4.607
Expectation value of S²: 6.012
Spin multiplicity: 5
Total charge: -1
M (g mol⁻¹): 1423.23
Total energy (hartree): -8127.28859
Frontier orbital gap (spin up / spin down) (eV): 6.42 / 6.42

(2)
Molecular formula: C79H181N11O16
Method: DFT, ωB97M-V/def2-TZVPD

Each line ends with the Löwdin charge.
Positions of all 287 atoms, in Å:
C: 6.27 27.69 20.41  0.004
C: 5.57 26.25 20.41  -0.506
C: 6.34 25.28 19.57  -0.054
C: 5.57 25.58 21.78  -0.162
C: 4.73 26.23 22.83  -0.182
C: 3.33 26.21 22.28  -0.146
C: 3.23 26.87 20.92  -0.492
C: 1.83 26.38 20.42  -0.024
C: 3.24 28.43 20.92  -0.006
N: 4.17 26.28 20.02  -0.076
O: 4.04 26.89 18.69  -0.012
H: 5.82 28.34 19.65  0.072
H: 6.11 28.22 21.34  0.054
H: 7.32 27.72 20.11  0.075
H: 6.35 25.54 18.49  0.091
H: 7.40 25.24 19.88  0.094
H: 5.91 24.29 19.65  0.081
H: 5.17 24.54 21.65  0.130
H: 6.63 25.48 22.04  0.129
H: 4.79 25.69 23.78  0.120
H: 5.09 27.25 23.04  0.104
H: 2.60 26.64 22.95  0.103
H: 3.13 25.14 22.19  0.118
H: 1.06 26.64 21.14  0.062
H: 1.95 25.33 20.25  0.078
H: 1.43 26.86 19.51  0.072
H: 4.01 28.90 21.56  0.079
H: 2.27 28.76 21.31  0.049
H: 3.26 28.78 19.87  0.092
H: 3.67 26.18 18.17  0.054
C: 2.87 25.56 15.66  -0.041
C: 2.51 24.80 14.36  -0.473
C: 2.77 25.78 13.20  -0.023
C: 3.39 23.51 14.28  -0.130
C: 2.94 22.43 13.29  -0.153
C: 1.47 22.09 13.60  -0.123
C: 0.54 23.37 13.62  -0.511
C: 0.27 23.96 12.24  -0.019
C: -0.78 22.87 14.21  -0.038
N: 1.14 24.26 14.56  -0.054
O: 0.19 25.36 14.64  -0.080
H: 2.31 26.49 15.75  0.082
H: 2.73 24.93 16.55  0.076
H: 3.91 25.85 15.54  0.087
H: 2.44 25.48 12.20  0.065
H: 2.17 26.65 13.43  0.072
H: 3.82 26.07 13.15  0.085
H: 4.47 23.70 14.13  0.122
H: 3.36 23.16 15.34  0.088
H: 2.95 22.93 12.31  0.110
H: 3.55 21.55 13.23  0.102
H: 1.45 21.56 14.55  0.070
H: 1.07 21.46 12.83  0.115
H: -0.28 24.86 12.37  0.054
H: -0.38 23.30 11.63  0.097
H: 1.14 24.21 11.64  0.060
H: -1.52 23.59 14.49  0.060
H: -0.55 22.31 15.13  0.067
H: -1.32 22.24 13.53  0.080
H: -0.01 25.43 15.61  0.035
C: -5.35 24.18 14.39  0.009
C: -5.83 22.88 15.22  -0.464
C: -5.11 21.63 14.68  -0.034
C: -5.39 22.97 16.66  -0.168
C: -6.05 24.06 17.48  -0.157
C: -7.52 23.73 17.46  -0.165
C: -8.12 23.58 16.09  -0.487
C: -9.43 22.85 16.40  -0.054
C: -8.48 24.95 15.41  -0.002
N: -7.27 22.55 15.39  -0.062
O: -7.90 22.25 14.14  -0.045
H: -5.36 25.08 14.99  0.052
H: -4.34 24.08 13.94  0.067
H: -5.96 24.30 13.49  0.073
H: -5.37 21.29 13.67  0.089
H: -4.05 21.81 14.64  0.061
H: -5.32 20.79 15.34  0.083
H: -5.58 22.01 17.09  0.101
H: -4.32 23.16 16.50  0.121
H: -5.68 23.99 18.50  0.103
H: -5.90 25.01 16.99  0.078
H: -8.19 24.30 18.10  0.125
H: -7.57 22.74 17.92  0.110
H: -10.14 22.60 15.62  0.082
H: -9.99 23.53 17.08  0.090
H: -9.22 21.92 16.91  0.083
H: -8.93 24.85 14.38  0.090
H: -7.76 25.73 15.27  0.034
H: -9.31 25.36 16.01  0.088
H: -8.12 23.08 13.65  0.092
C: -1.02 18.39 14.89  -0.010
C: -1.58 17.77 16.25  -0.469
C: -2.89 18.51 16.51  -0.029
C: -1.76 16.22 16.03  -0.122
C: -1.93 15.43 17.32  -0.195
C: -0.77 15.74 18.20  -0.137
C: -0.66 17.29 18.54  -0.522
C: -1.80 17.75 19.42  -0.019
C: 0.66 17.47 19.26  -0.032
N: -0.54 17.91 17.25  -0.108
O: -0.30 19.28 17.42  -0.084
H: -0.08 17.86 14.67  0.066
H: -1.75 18.21 14.11  0.079
H: -0.78 19.45 14.94  0.067
H: -2.70 19.38 17.15  0.059
H: -3.38 18.88 15.62  0.071
H: -3.69 17.93 16.93  0.069
H: -2.60 16.11 15.35  0.119
H: -0.83 15.97 15.48  0.116
H: -2.88 15.77 17.76  0.107
H: -1.95 14.34 17.18  0.120
H: 0.15 15.51 17.64  0.117
H: -0.72 15.16 19.15  0.126
H: -1.77 17.34 20.44  0.095
H: -2.77 17.54 18.99  0.064
H: -1.68 18.83 19.48  0.067
H: 0.82 18.51 19.53  0.067
H: 1.51 17.13 18.69  0.074
H: 0.63 16.91 20.22  0.101
H: 0.68 19.45 17.26  0.069
C: -2.14 26.71 10.68  -0.019
C: -3.38 27.01 11.54  -0.516
C: -4.47 26.10 11.13  -0.053
C: -3.10 26.62 13.06  -0.107
C: -2.15 27.59 13.79  -0.136
C: -2.77 29.02 13.66  -0.109
C: -3.04 29.50 12.15  -0.522
C: -4.01 30.69 12.32  -0.032
C: -1.78 29.85 11.46  -0.038
N: -3.83 28.40 11.59  -0.022
O: -4.05 28.83 10.15  -0.053
H: -2.23 27.11 9.68  0.080
H: -1.21 27.18 11.08  0.077
H: -1.92 25.67 10.61  0.064
H: -4.10 25.08 11.29  0.099
H: -5.31 26.16 11.80  0.071
H: -4.86 26.20 10.13  0.085
H: -4.10 26.57 13.52  0.084
H: -2.79 25.54 13.04  0.111
H: -1.94 27.38 14.82  0.072
H: -1.16 27.64 13.36  0.089
H: -2.25 29.84 14.18  0.118
H: -3.77 29.02 14.11  0.065
H: -3.51 31.58 12.70  0.086
H: -4.78 30.43 13.04  0.061
H: -4.56 30.91 11.39  0.085
H: -0.91 29.26 11.81  0.083
H: -1.49 30.92 11.64  0.101
H: -1.87 29.67 10.40  0.074
H: -4.98 28.69 9.96  0.091
C: -2.04 21.71 18.28  -0.090
O: -2.25 23.12 18.57  -0.186
C: -1.26 23.91 17.91  -0.178
C: -1.56 25.39 17.88  -0.388
C: -2.85 25.88 17.25  -0.023
N: -0.45 26.09 17.20  0.076
H: -2.82 21.17 18.77  0.069
H: -1.10 21.30 18.69  0.065
H: -2.01 21.47 17.22  0.072
H: -0.32 23.72 18.49  0.121
H: -1.09 23.51 16.90  0.104
H: -1.63 25.62 18.96  0.126
H: -2.86 26.95 17.42  0.060
H: -3.76 25.51 17.72  0.061
H: -2.87 25.63 16.17  0.088
H: -0.60 27.11 17.15  0.088
H: 0.33 26.02 17.81  0.050
C: -5.74 20.95 20.18  -0.099
O: -5.57 21.62 21.39  -0.177
C: -6.70 22.27 21.84  -0.273
C: -6.63 22.40 23.32  -0.218
N: -5.42 23.14 23.59  -0.033
C: -5.14 23.30 25.03  -0.204
C: -6.00 24.25 25.78  -0.232
O: -7.31 23.72 25.86  -0.223
C: -8.14 24.39 26.76  -0.128
H: -4.97 20.22 19.99  0.074
H: -5.53 21.61 19.31  0.070
H: -6.75 20.50 20.02  0.104
H: -7.59 21.69 21.59  0.117
H: -6.86 23.24 21.35  0.125
H: -6.67 21.38 23.75  0.139
H: -7.45 23.03 23.63  0.115
H: -4.65 22.63 23.11  0.092
H: -4.14 23.73 25.11  0.120
H: -5.13 22.36 25.62  0.129
H: -6.09 25.26 25.37  0.131
H: -5.64 24.24 26.81  0.123
H: -8.30 25.42 26.41  0.091
H: -7.74 24.38 27.78  0.083
H: -9.12 23.89 26.79  0.093
C: 2.30 29.68 24.28  -0.131
O: 0.93 29.38 24.20  -0.210
C: 0.18 30.59 23.93  -0.214
C: 0.15 30.88 22.48  -0.238
N: -0.37 29.69 21.82  -0.040
C: -0.34 29.68 20.37  -0.226
C: -1.30 28.77 19.73  -0.212
O: -1.20 28.91 18.31  -0.215
C: -1.94 30.03 17.83  -0.099
H: 2.54 30.40 25.08  0.092
H: 2.67 30.17 23.33  0.081
H: 2.89 28.78 24.43  0.081
H: 0.59 31.42 24.50  0.121
H: -0.87 30.34 24.17  0.134
H: 1.22 31.13 22.12  0.132
H: -0.44 31.79 22.32  0.126
H: 0.07 28.85 22.19  0.094
H: 0.65 29.29 20.06  0.108
H: -0.41 30.69 19.98  0.124
H: -2.30 29.00 20.10  0.099
H: -0.96 27.74 19.97  0.120
H: -2.37 29.77 16.85  0.074
H: -1.19 30.78 17.52  0.091
H: -2.69 30.43 18.52  0.095
C: 2.77 21.23 20.87  -0.080
O: 2.99 21.13 19.46  -0.194
C: 1.91 21.63 18.68  -0.220
C: 2.34 21.35 17.29  -0.176
N: 2.43 19.87 17.06  -0.067
C: 2.92 19.32 15.75  -0.154
C: 2.84 17.81 15.82  -0.253
O: 3.41 17.29 14.63  -0.169
C: 3.22 15.89 14.71  -0.121
H: 3.69 21.02 21.41  0.085
H: 2.00 20.52 21.18  0.061
H: 2.43 22.27 21.14  0.090
H: 1.74 22.69 18.87  0.116
H: 1.03 21.05 18.84  0.088
H: 3.26 21.86 17.04  0.113
H: 1.57 21.68 16.59  0.103
H: 3.01 19.45 17.80  0.121
H: 3.98 19.69 15.65  0.138
H: 2.24 19.69 14.96  0.111
H: 1.78 17.55 15.86  0.094
H: 3.36 17.44 16.74  0.134
H: 3.48 15.49 15.70  0.088
H: 3.84 15.39 13.96  0.087
H: 2.19 15.61 14.44  0.087
C: -6.76 28.23 14.22  -0.085
O: -6.76 27.91 15.61  -0.202
C: -5.76 28.58 16.29  -0.241
C: -5.88 28.10 17.71  -0.220
N: -4.94 28.72 18.61  -0.052
C: -5.14 28.60 20.08  -0.151
C: -5.27 27.15 20.66  -0.201
O: -4.12 26.43 20.30  -0.196
C: -4.13 25.18 20.94  -0.104
H: -7.28 29.17 14.01  0.091
H: -7.39 27.46 13.74  0.085
H: -5.78 28.23 13.74  0.057
H: -5.99 29.66 16.26  0.142
H: -4.78 28.33 15.89  0.104
H: -5.83 27.00 17.73  0.101
H: -6.89 28.24 18.03  0.124
H: -3.97 28.44 18.39  0.071
H: -6.00 29.25 20.24  0.109
H: -4.31 29.17 20.45  0.085
H: -6.15 26.67 20.24  0.115
H: -5.40 27.26 21.74  0.121
H: -4.23 25.36 22.01  0.080
H: -3.22 24.67 20.62  0.072
H: -4.97 24.54 20.64  0.070
C: -0.01 25.81 25.79  -0.122
O: -0.90 25.31 24.84  -0.185
C: -0.41 25.46 23.52  -0.227
C: -1.04 24.43 22.58  -0.174
N: -0.57 23.03 22.80  -0.042
C: -1.42 22.02 22.24  -0.196
C: -0.95 20.58 22.56  -0.227
O: -1.11 20.43 23.94  -0.192
C: -0.62 19.17 24.41  -0.094
H: 0.20 26.87 25.61  0.083
H: 0.92 25.27 25.73  0.078
H: -0.41 25.70 26.80  0.093
H: 0.67 25.28 23.53  0.103
H: -0.62 26.49 23.20  0.125
H: -0.70 24.74 21.58  0.108
H: -2.13 24.56 22.73  0.107
H: -0.47 22.88 23.78  0.090
H: -1.41 22.20 21.14  0.117
H: -2.48 22.15 22.60  0.117
H: 0.09 20.39 22.22  0.109
H: -1.60 19.87 22.06  0.108
H: 0.45 19.04 24.22  0.086
H: -1.19 18.34 23.96  0.089
H: -0.80 19.18 25.48  0.087

Properties
E_HOMO (eV): -8.178
Structure (SMILES): CC1(C)CCCC(C)(C)N1O.CC1(C)CCCC(C)(C)N1O.CC1(C)CCCC(C)(C)N1O.CC1(C)CCCC(C)(C)N1O.CC1(C)CCCC(C)(C)N1O.COC[C@H](C)N.COCCNCCOC.COCCNCCOC.COCCNCCOC.COCCNCCOC.COCCNCCOC
Total charge: 0
M (g mol⁻¹): 1541.38
Total energy (hartree): -4924.27650
Energy above the lowest of the compared OMol25 structures with the same formula, charge and spin (kcal per mole): 0.0
Frontier orbital gap (eV): 8.77

- Look up the total charge of the first one.
  -1